DFT (ωB97M-V/def2-TZVPD) results for a molecular structure, C43H35BrIP2SiY.

XYZ file:
```
84
Properties=species:S:1:pos:R:3:lowdin_charge:R:1
Y -0.5420 0.2169 -1.5530 1.247
C 0.7079 -3.8267 -0.1070 -0.230
Si 0.2292 -2.0816 0.4075 0.544
C -1.3314 -2.3920 1.4137 -0.295
C -1.2944 -3.1656 2.5839 -0.069
C -2.4484 -3.5025 3.2562 -0.042
C -3.6766 -2.9975 2.8442 -0.038
C -3.7310 -2.0522 1.8183 -0.076
C -2.5791 -1.8063 1.0947 -0.408
P -2.7262 -0.6964 -0.2795 0.932
C -3.9215 0.5304 0.1776 -0.385
C -4.9454 0.9117 -0.7102 -0.060
C -5.5730 2.1440 -0.4978 -0.061
C -5.1619 2.9761 0.5143 -0.058
C -4.1817 2.5718 1.4325 -0.044
C -3.5671 1.3574 1.2328 -0.113
C -3.1976 -1.5767 -1.7889 -0.392
C -3.4885 -2.9464 -1.7933 -0.047
C -3.7009 -3.5468 -3.0055 -0.043
C -3.6092 -2.8372 -4.2120 -0.028
C -3.3138 -1.4715 -4.1953 -0.056
C -3.0987 -0.8593 -2.9655 -0.200
C 1.5650 -1.3033 1.5455 -0.325
C 2.6784 -2.0032 2.0266 -0.084
C 3.6179 -1.3389 2.8766 -0.028
C 3.3229 -0.0680 3.3739 -0.069
C 2.2759 0.6771 2.8777 -0.083
C 1.4267 0.0732 1.9217 -0.388
P 0.2584 1.1178 1.0365 1.010
C 1.1778 1.9455 -0.3247 -0.436
C 0.3493 2.6646 -1.2388 -0.264
C 0.8807 3.2574 -2.3999 -0.051
C 2.2583 3.2146 -2.6229 -0.049
C 3.0663 2.6465 -1.6898 -0.049
C 2.5494 1.9839 -0.5935 -0.053
C -0.2028 2.4563 2.1442 -0.373
C -0.5480 2.0693 3.4566 -0.095
C -1.0071 3.0287 4.3719 -0.043
C -1.1791 4.3107 3.8842 -0.072
C -0.7408 4.7353 2.6226 -0.054
C -0.2356 3.7986 1.7433 -0.074
H 1.2113 -4.2958 0.7335 0.027
H -0.1782 -4.4461 -0.2590 0.036
H 1.3733 -3.9381 -0.9571 -0.012
H -0.3365 -3.4920 2.8790 0.097
H -2.3614 -4.1732 4.0798 0.112
H -4.6066 -3.3170 3.3044 0.119
H -4.6747 -1.5821 1.5253 0.121
H -5.1865 0.2563 -1.5258 0.099
H -6.3949 2.4322 -1.1460 0.118
H -5.5619 3.9874 0.6208 0.121
H -3.9016 3.1961 2.2649 0.109
H -2.7512 1.0524 1.8576 0.082
H -3.5315 -3.5664 -0.8742 0.134
H -3.9238 -4.5745 -2.9697 0.107
H -3.7938 -3.3776 -5.1682 0.135
H -3.3438 -0.8851 -5.1161 0.123
H -3.0321 0.2309 -2.8892 0.092
H 2.8693 -3.0017 1.6501 0.095
H 4.5024 -1.8966 3.1675 0.114
H 3.9430 0.2994 4.1927 0.120
H 2.1281 1.7053 3.2689 0.127
H -0.7422 2.8776 -1.0336 0.128
H 0.2281 3.8365 -3.0408 0.122
H 2.5993 3.6170 -3.5463 0.117
H 4.1193 2.6849 -1.7742 0.120
H 3.1951 1.4999 0.1118 0.113
H -0.3894 1.0494 3.7479 0.104
H -1.2701 2.7302 5.3610 0.110
H -1.6904 5.0597 4.5268 0.128
H -0.9681 5.7712 2.3640 0.121
H 0.0325 4.0732 0.7525 0.081
Br 3.9601 0.3008 -4.6378 0.740
C 5.3907 -0.4811 -3.7444 -0.770
C 6.6750 -0.3026 -4.2406 -0.109
C 7.7497 -0.8312 -3.5390 -0.058
C 7.5656 -1.5165 -2.3565 -0.056
C 6.2766 -1.6505 -1.8553 -0.144
C 5.1841 -1.1510 -2.5627 -0.760
I 3.3079 -1.6118 -1.8455 1.014
H 6.8016 0.1595 -5.2054 0.107
H 8.7334 -0.7812 -4.0089 0.124
H 8.3772 -1.9600 -1.8315 0.109
H 6.0528 -2.2036 -0.9603 0.085
```

* total charge: +2
* energy relative to the best compared isomer or geometry (same formula, charge and spin): 0.000 eV
* DFT total energy: -150786.3415 eV